Run 1
DFT (ωB97M-V/def2-TZVPD) results for 3 unconnected molecules or ions with the total composition C6H18O2.

ORCA input file:
```
! RIJCOSX wB97M-V def2-TZVPD def2/J DEFGRID3
* xyz 0 1
C 0.300 -2.212 1.162
C 1.074 -0.907 1.181
C 0.490 0.249 0.317
C -0.238 1.203 1.266
C 1.525 0.831 -0.630
C 1.035 2.131 -1.333
H -0.746 -2.113 1.456
H 0.324 -2.732 0.202
H 0.750 -2.886 1.897
H 2.052 -1.121 0.739
H 1.264 -0.578 2.197
H -0.309 -0.193 -0.284
H -0.507 2.158 0.802
H 0.371 1.534 2.109
H -1.206 0.834 1.602
H 2.404 1.161 -0.070
H 1.848 0.077 -1.344
H 1.547 3.012 -0.949
H 1.388 2.073 -2.365
H -0.029 2.269 -1.312
O -2.931 -0.489 0.433
H -3.681 -0.614 -0.171
H -2.230 -0.243 -0.176
O -1.724 -0.973 -2.514
H -1.031 -1.633 -2.652
H -1.740 -0.838 -1.563
*
```

---

Run 2
DFT (ωB97M-V/def2-TZVPD) results for 3 unconnected molecules or ions with the total composition C6H18O2.

ORCA input file:
```
! RIJCOSX wB97M-V def2-TZVPD def2/J DEFGRID3
* xyz 0 1
C 1.400 -1.743 -0.242
C 0.734 -0.424 -0.654
C -0.596 -0.674 -1.386
C -1.560 -1.565 -0.585
C -2.027 -0.938 0.733
C -2.625 0.462 0.555
H 2.443 -1.583 0.045
H 0.934 -2.176 0.641
H 1.392 -2.434 -1.084
H 0.620 0.151 0.262
H 1.337 0.158 -1.345
H -1.111 0.275 -1.555
H -0.406 -1.128 -2.361
H -1.018 -2.488 -0.363
H -2.423 -1.924 -1.152
H -2.736 -1.616 1.209
H -1.187 -0.879 1.427
H -3.126 0.493 -0.419
H -1.859 1.228 0.462
H -3.390 0.676 1.297
O 1.681 1.701 1.895
H 0.973 2.249 2.146
H 1.697 1.132 2.680
O 2.310 2.382 -0.800
H 1.385 2.582 -0.960
H 2.519 2.319 0.135
*
```

---

In order of decreasing stability: run 2, run 1.